Record 1
{
  "formula": "C14H17IN6O3STi",
  "method": "ωB97M-V with the def2-TZVPD basis set",
  "species": ["I", "Ti", "S", "O", "O", "O", "N", "N", "N", "N", "N", "N", "C", "C", "C", "C", "C", "C", "C", "C", "C", "C", "C", "C", "C", "C", "H", "H", "H", "H", "H", "H", "H", "H", "H", "H", "H", "H", "H", "H", "H", "H", "H"],
  "positions_angstrom": [[-2.092012, -1.755444, 3.680701], [-0.166379, 0.292793, 0.267981], [1.627241, 4.615400, -0.179191], [-0.524533, 1.117073, 2.119606], [-0.279433, -1.560146, 0.688935], [-1.866377, 2.163713, 3.506331], [-2.418640, 0.639805, 0.338628], [-0.372879, -3.707119, 1.227149], [0.485633, 2.349741, -0.183820], [-2.676502, 1.429104, 1.489453], [2.586921, 0.651537, -2.702561], [0.828267, 0.009175, -1.526612], [2.247747, 3.426349, -1.224044], [1.533902, 2.287482, -1.096766], [-0.113408, -2.076892, 3.003103], [2.323164, -0.658796, -3.100351], [0.451045, 3.533037, 0.366926], [-1.663064, 1.536181, 2.379896], [2.394009, -2.741143, -4.187874], [0.650609, -2.307831, -2.552515], [-3.205597, 2.546071, 3.915025], [2.949630, -1.491406, -4.022620], [-0.216801, -2.443299, 1.553062], [1.217975, -1.048953, -2.363188], [1.680548, 0.989883, -1.777140], [1.252033, -3.141537, -3.468603], [2.838226, -3.428047, -4.895186], [0.272061, -2.870150, 3.635113], [3.313278, 1.245671, -3.068095], [0.835193, -4.122347, -3.653951], [-0.319038, -4.439142, 1.918086], [-2.908668, -0.247817, 0.434938], [-0.243771, -2.601222, -2.019684], [-0.510924, -3.968748, 0.262384], [3.093251, 3.628574, -1.863203], [-2.782734, 1.128641, -0.474500], [-3.621668, 3.262351, 3.207867], [0.396836, -1.136013, 3.160181], [-0.263498, 3.819616, 1.124580], [-3.087787, 3.016339, 4.882091], [-3.829702, 1.658835, 4.011581], [3.820040, -1.179063, -4.583785], [-3.634194, 1.577742, 1.770073]],
  "forces_ev_per_angstrom": [[-0.6, 0.1, 0.2], [-0.4, 1.4, -0.4], [0.1, 0.3, 0.0], [-0.4, 0.2, 0.8], [0.0, -1.1, 0.0], [-0.1, -0.1, 0.0], [-0.2, 0.2, 0.3], [0.2, -0.7, 0.0], [0.6, 0.3, -0.5], [0.0, -0.2, -0.1], [0.2, 0.0, -0.2], [0.7, -0.3, -0.9], [0.2, 0.1, -0.1], [-0.3, -0.6, -0.2], [0.0, -0.2, 0.0], [0.3, 0.3, -0.1], [-0.2, 0.0, 0.1], [0.1, 0.2, 0.2], [0.0, 0.0, 0.0], [0.0, 0.0, 0.1], [0.2, 0.0, -0.1], [0.0, 0.0, 0.0], [-0.3, -0.3, 0.8], [-0.4, 0.0, 0.3], [-0.1, 0.5, 0.1], [0.1, 0.0, -0.1], [0.0, 0.0, 0.0], [0.2, 0.0, -0.1], [0.0, 0.0, 0.0], [0.0, 0.0, 0.0], [0.0, 0.0, -0.1], [0.0, 0.0, -0.1], [0.0, 0.0, 0.0], [0.0, 0.0, 0.0], [0.0, 0.0, 0.0], [0.0, 0.0, 0.0], [0.0, 0.0, 0.0], [0.2, 0.0, -0.1], [0.0, 0.0, 0.0], [0.0, 0.0, 0.0], [0.0, 0.0, 0.0], [0.0, 0.0, 0.0], [0.0, 0.0, 0.0]],
  "homo_ev": [-12.4, -14.1],
  "charge": 2,
  "s_squared": 2.0045,
  "homo_lumo_gap_ha": [0.253, 0.312],
  "total_energy_ha": -2642.923144,
  "multiplicity": 3
}

***

Record 2
{
  "formula": "C3H6BrF2N",
  "method": "ωB97M-V with the def2-TZVPD basis set",
  "species": ["Br", "F", "F", "N", "C", "C", "C", "H", "H", "H", "H", "H", "H"],
  "positions_angstrom": [[4.358918, 0.203531, 0.051062], [1.817130, -1.148662, -1.010437], [1.919176, -0.944018, 1.094531], [2.707470, 0.880341, -0.136199], [-0.805561, -0.793053, 0.199630], [1.587854, -0.248437, 0.008175], [0.183367, 0.291749, -0.033060], [-0.776848, -1.583651, -0.620018], [0.146117, 0.941925, 0.838422], [2.486655, 1.697865, -0.710224], [-0.466315, -1.442753, 1.128979], [-1.829866, -0.387818, 0.503454], [-0.119179, 0.966726, -0.873724]],
  "forces_ev_per_angstrom": [[1.1, 0.1, -0.3], [-0.5, 0.2, -0.1], [-0.6, 0.3, 0.7], [-4.2, -1.6, 1.1], [-0.8, -3.0, 1.7], [3.5, 2.2, -2.5], [0.0, 1.3, 0.8], [-0.6, 1.3, 0.8], [0.0, 0.3, 0.2], [0.6, -0.8, 0.0], [-0.7, 1.4, -1.6], [1.3, -0.7, -1.0], [0.9, -0.9, 0.3]],
  "homo_ev": -8.9,
  "charge": 0,
  "homo_lumo_gap_ha": 0.353,
  "smiles": "CCC(F)(F)NBr",
  "total_energy_ha": -2946.355873,
  "multiplicity": 1
}

***

Record 3
{
  "formula": "FH2OP",
  "method": "ωB97M-V with the def2-TZVPD basis set",
  "species": ["P", "F", "O", "H", "H"],
  "positions_angstrom": [[-0.010149, -0.771597, 0.589168], [-0.301879, 1.286876, -0.885386], [-1.086706, 0.950975, 0.224408], [0.213262, -1.355298, -0.683040], [1.185472, -0.110956, 0.754851]],
  "forces_ev_per_angstrom": [[-3.0, 1.6, 1.0], [0.4, 1.2, -1.3], [2.0, -4.0, 0.9], [0.0, 0.8, -0.2], [0.7, 0.5, -0.4]],
  "homo_ev": -10.4,
  "charge": 0,
  "homo_lumo_gap_ha": 0.358,
  "smiles": "FOP",
  "total_energy_ha": -517.468417,
  "multiplicity": 1
}

***

Record 4
{
  "formula": "CH3NO",
  "method": "ωB97M-V with the def2-TZVPD basis set",
  "species": ["O", "N", "C", "H", "H", "H"],
  "positions_angstrom": [[-1.731782, 0.148972, -0.063400], [0.439494, -0.614544, -0.013428], [-0.572307, 0.137151, -0.054699], [1.436281, -0.433248, 0.153212], [0.084556, -1.551026, 0.015896], [0.343757, 2.312693, -0.037580]],
  "forces_ev_per_angstrom": [[-1.2, -0.8, -0.2], [2.1, -2.8, 0.1], [0.1, 5.9, 0.2], [-1.3, 0.4, -0.3], [0.7, -1.3, 0.1], [-0.5, -1.5, 0.0]],
  "homo_ev": [-7.7, -9.1],
  "charge": 0,
  "homo_lumo_gap_ha": [0.284, 0.339],
  "total_energy_ha": -169.750257,
  "multiplicity": 1
}

***

What are the relative energy (zero: lowest compared OMol25 entry of this formula, charge and spin) values for these records? In order: 0.0; 34.6; 134.0; 98.7 kcal/mol.